{
  "formula": "C11H15N",
  "method": "ωB97M-V with the def2-TZVPD basis set",
  "orbital_gap_ev": 8.73,
  "de_lowest_kj_mol": 102.76,
  "smiles": "Cc1c[nH]c2ccccc12.CC",
  "homo_ev": -7.80,
  "max_force_ev_per_a": 4.0,
  "symbols": ["C", "C", "H", "H", "H", "H", "H", "H", "C", "C", "C", "C", "C", "C", "C", "C", "C", "N", "H", "H", "H", "H", "H", "H", "H", "H", "H"],
  "xyz": [[0.2957, 0.7046, 3.0645], [1.7352, 0.7049, 2.4469], [0.2415, 0.4713, 4.1628], [-0.1613, 1.6801, 2.8358], [-0.4041, -0.0291, 2.6218], [1.5573, 1.1193, 1.4549], [2.4194, 1.3338, 3.0681], [2.0292, -0.3404, 2.5679], [-1.3698, 2.2389, -1.8241], [0.5135, -0.9742, -1.0823], [-0.6444, -0.1925, -1.1689], [-0.3582, 1.1497, -1.5196], [0.9958, 1.1545, -1.6630], [0.6999, -2.3477, -0.7766], [-0.5337, -2.9569, -0.5718], [-1.8346, -0.8969, -0.8340], [-1.7507, -2.2392, -0.5906], [1.5938, -0.0503, -1.3372], [2.5828, -0.1535, -1.2178], [1.6688, -2.7895, -0.8253], [1.6721, 1.9759, -1.8773], [-0.5105, -4.0129, -0.3187], [-2.7513, -0.2933, -0.8924], [-2.3044, 1.8100, -1.5118], [-1.4476, 2.7309, -2.7745], [-2.6766, -2.7951, -0.4126], [-1.2579, 2.9974, -1.0243]],
  "forces_ev_per_angstrom": [[-0.395, 0.242, 0.492], [-1.533, -0.092, 1.821], [0.307, 0.546, -0.908], [-0.003, -0.200, 0.560], [0.675, 0.133, -0.215], [0.861, -0.497, -0.218], [-0.546, -0.358, -0.703], [0.611, 0.201, -0.905], [0.423, -0.208, 2.704], [3.794, 1.229, 0.022], [-1.327, -2.270, 0.948], [0.704, 0.284, -1.408], [1.339, 0.653, 0.580], [-2.797, 2.021, -0.554], [1.018, -0.514, 0.393], [0.418, 1.471, -0.997], [-0.682, -0.756, 0.274], [-2.503, -0.305, -0.401], [-0.019, -0.328, -0.032], [0.311, -0.436, 0.208], [-0.314, 0.039, -0.141], [-0.402, 0.039, -0.133], [0.065, -0.826, 0.259], [-0.843, -0.130, -0.493], [0.308, -0.219, -0.563], [0.371, 0.147, 0.035], [0.161, 0.135, -0.623]]
}


{
  "formula": "C2H3N4S",
  "method": "ωB97M-V with the def2-TZVPD basis set",
  "orbital_gap_ev": 7.97,
  "de_lowest_kj_mol": 112.09,
  "homo_ev": -4.17,
  "total_charge": -1,
  "max_force_ev_per_a": 2.8,
  "symbols": ["C", "C", "N", "N", "N", "N", "S", "H", "H", "H"],
  "xyz": [[0.3384, 0.2107, -0.0165], [-0.9065, 0.9324, -0.2632], [1.5819, 0.6223, -0.0487], [0.2695, -1.1134, 0.3099], [2.2602, -0.4873, 0.2542], [1.5139, -1.5694, 0.3913], [-2.1785, -0.1738, 0.3330], [-0.8137, 1.9112, 0.1758], [-1.0331, 0.9190, -1.3420], [-1.0320, -1.2516, 0.2061]],
  "forces_ev_per_angstrom": [[0.256, -1.819, 0.841], [0.125, -0.598, -0.632], [-0.303, -0.856, 0.450], [-0.120, 1.058, -1.360], [2.376, -1.358, -0.345], [0.110, 2.357, 0.351], [-1.826, -0.072, 0.313], [-0.497, 0.460, -0.008], [-0.009, 0.886, -0.209], [-0.112, -0.059, 0.597]]
}


{
  "formula": "C25H19F25O5",
  "method": "ωB97M-V with the def2-TZVPD basis set",
  "orbital_gap_ev": 7.82,
  "smiles": "C#CCCCC1=C(CCC(F)(F)C(F)(F)C(F)(F)C(F)(F)F)C(=O)OC1=O.FC(F)C(F)(F)COC(F)(F)C(F)F.FC(F)C(F)(F)COC(F)(F)C(F)F",
  "homo_ev": -9.58,
  "max_force_ev_per_a": 9.9,
  "symbols": ["C", "C", "C", "C", "C", "C", "C", "C", "C", "C", "F", "F", "C", "F", "F", "C", "F", "F", "C", "F", "F", "F", "C", "O", "O", "C", "O", "H", "H", "H", "H", "H", "H", "H", "H", "H", "H", "H", "C", "C", "C", "F", "F", "F", "F", "O", "C", "C", "F", "F", "F", "F", "H", "H", "H", "H", "C", "C", "C", "F", "F", "F", "F", "O", "C", "C", "F", "F", "F", "F", "H", "H", "H", "H"],
  "xyz": [[0.7200, 1.2091, -5.4218], [0.1632, -0.0326, -4.9914], [-0.3893, -1.2993, -4.0499], [0.7867, -2.3906, -3.6938], [1.5510, -2.1097, -2.2507], [2.2475, -0.6254, -2.3699], [1.6817, 0.6814, -1.8441], [0.2659, 0.7758, -1.0139], [0.1056, 2.0932, -0.0574], [1.0373, 2.1112, 1.2883], [1.4051, 3.5610, 1.5088], [2.3323, 1.3941, 1.1692], [0.2919, 1.6323, 2.6661], [1.1341, 2.0256, 3.8537], [-0.9579, 2.4713, 2.8006], [-0.2056, 0.0733, 2.6955], [-1.2778, -0.2271, 1.6739], [-0.9058, -0.1082, 4.0230], [0.9932, -1.0464, 2.6749], [0.4567, -2.3008, 3.3256], [1.4375, -1.4623, 1.3198], [2.2127, -0.6733, 3.4319], [2.7271, 1.8899, -2.2145], [2.6227, 3.1896, -1.9233], [3.8062, 1.2401, -2.9934], [3.6774, -0.2243, -3.0660], [4.5307, -1.1566, -3.5434], [0.9992, 2.3481, -5.6288], [-1.2193, -1.8668, -4.6902], [-0.9514, -0.9183, -3.0816], [0.2633, -3.4529, -3.6144], [1.5992, -2.4354, -4.5426], [0.8644, -2.2477, -1.3131], [2.4207, -2.9113, -2.1710], [-0.5890, 0.8623, -1.8430], [0.0903, -0.2544, -0.4879], [-1.0385, 2.1553, 0.2629], [0.3115, 3.0597, -0.6939], [-6.3965, -2.3646, -7.0887], [-5.7060, -1.2534, -7.8936], [-4.1895, -1.2091, -7.7505], [-3.8036, -0.9630, -6.4776], [-3.6670, -0.2046, -8.5065], [-6.2677, -0.0556, -7.5766], [-6.0056, -1.4643, -9.2142], [-6.9645, -1.9671, -5.8387], [-6.0695, -1.9800, -4.7279], [-5.8957, -0.5943, -4.0949], [-5.3754, 0.2941, -4.9811], [-5.0350, -0.6393, -3.0430], [-4.8942, -2.5389, -5.1023], [-6.6185, -2.8339, -3.8231], [-7.2574, -2.6903, -7.6851], [-5.7758, -3.2638, -6.9933], [-3.7294, -2.1438, -8.0815], [-6.8517, -0.1989, -3.7426], [3.8704, 1.0012, 6.7393], [3.1808, -0.2069, 7.3907], [1.8668, 0.1103, 8.0941], [2.0335, 0.9714, 9.1239], [1.3252, -1.0191, 8.6277], [4.0556, -0.8225, 8.2313], [2.9256, -1.1130, 6.3947], [4.9256, 1.5987, 7.4960], [4.5175, 2.5833, 8.4441], [4.8797, 2.2008, 9.8841], [4.2684, 1.0474, 10.2596], [4.4744, 3.1562, 10.7628], [3.1981, 2.8432, 8.2845], [5.1688, 3.7243, 8.0931], [4.3654, 0.6256, 5.8355], [3.1551, 1.7453, 6.3684], [1.1338, 0.5310, 7.4009], [5.9581, 2.0632, 9.9962]],
  "forces_ev_per_angstrom": [[-4.299, -8.114, 3.752], [3.641, 8.663, -1.249], [-0.086, 0.043, -1.447], [-0.207, -0.348, 0.473], [1.359, 0.336, -1.303], [-1.104, 4.565, 1.791], [1.925, -3.516, -1.096], [0.357, 0.217, -1.320], [-0.560, -0.316, -0.183], [1.565, 2.187, -0.380], [-1.017, -4.292, -0.318], [-3.836, 1.770, 0.382], [-0.829, 2.832, 1.338], [-2.751, -1.888, -3.828], [3.821, -2.769, -0.488], [-2.783, -0.644, 2.059], [4.014, 1.098, 3.136], [2.404, 0.586, -4.250], [2.046, -3.767, 0.423], [1.859, 4.463, -2.338], [-1.691, 1.741, 4.495], [-4.599, -0.980, -2.732], [-1.710, 3.033, 1.156], [1.212, -8.857, -2.283], [-0.943, -1.023, 0.885], [1.204, -4.644, -0.706], [-5.350, 7.239, 3.004], [-0.749, -3.331, 0.247], [1.874, 1.395, 1.275], [1.412, -0.485, -2.088], [1.146, 2.222, -0.182], [-1.717, 0.170, 1.692], [1.231, 0.668, -1.886], [-1.763, 1.785, -0.125], [1.855, -0.026, 1.815], [0.460, 2.131, -0.808], [2.597, -0.182, -0.397], [-0.006, -1.966, 1.512], [-0.860, -0.705, -0.231], [-0.944, 0.483, 0.172], [1.004, 0.549, -0.403], [-0.007, 0.072, -0.458], [-0.384, -0.221, -0.011], [0.424, -0.314, -0.003], [0.479, -0.220, 0.306], [1.711, 0.443, 0.909], [-0.861, -1.483, -1.324], [0.149, 0.977, 0.145], [-0.356, -0.461, 0.246], [-0.187, -0.436, -0.219], [-0.337, 0.204, 0.837], [0.228, 0.712, -0.013], [0.120, 0.327, 0.105], [0.074, 0.400, 0.025], [-0.164, -0.088, -0.002], [-0.046, -0.241, -0.066], [0.544, 0.166, -0.978], [1.020, -0.268, 0.091], [-0.894, -0.371, 0.579], [-0.151, -0.454, -0.247], [0.263, 0.004, -0.291], [-0.445, 0.238, -0.061], [-0.378, 0.407, 0.170], [-1.117, 0.627, 1.464], [-0.097, -0.132, -2.134], [0.091, -0.388, 0.912], [0.316, 0.384, -0.346], [0.041, 0.026, -0.570], [0.713, 0.416, 0.471], [-0.047, -0.436, 0.603], [-0.005, -0.112, 0.336], [0.017, -0.225, 0.328], [0.131, 0.034, -0.139], [-0.030, 0.091, -0.234]]
}


{
  "formula": "C6H12N2",
  "method": "ωB97M-V with the def2-TZVPD basis set",
  "orbital_gap_ev": 8.31,
  "de_lowest_kj_mol": 1358.80,
  "homo_ev": -8.12,
  "max_force_ev_per_a": 11.0,
  "symbols": ["C", "C", "C", "C", "C", "C", "H", "H", "H", "H", "H", "H", "H", "H", "H", "H", "H", "H", "N", "N"],
  "xyz": [[-0.2966, 0.9053, -2.2572], [-0.6680, -1.1918, -0.8593], [0.2040, -1.6285, 0.4019], [0.4050, -0.3235, 1.1622], [1.3179, 0.9665, 1.3049], [0.3781, 0.6901, 0.0442], [1.3564, 1.4949, -2.2162], [-1.0498, 1.9677, -2.1246], [-0.4402, -0.3271, -3.4927], [-1.7778, -1.4291, -0.9299], [-0.2198, -1.5726, -1.8565], [-0.4165, -2.3702, 0.9052], [1.1858, -2.1254, 0.2369], [-1.4322, 0.3015, 1.0049], [-1.2033, -0.2063, 2.5989], [1.2167, 1.9333, 2.0511], [2.3025, 0.7207, 0.5979], [1.3442, 0.5795, -0.7038], [-0.5968, 0.3364, -0.9359], [-0.6758, 0.3100, 1.6713]],
  "forces_ev_per_angstrom": [[-0.574, 1.680, 0.479], [0.661, 0.495, -1.857], [0.094, -0.812, 0.036], [1.565, 2.035, -2.137], [2.184, 0.686, -2.654], [6.689, -1.075, -2.919], [-3.425, -1.609, -0.124], [2.372, -3.084, -1.859], [0.088, 3.415, 3.037], [1.494, -0.211, 0.729], [-0.568, 0.402, 1.627], [0.190, 0.075, 0.609], [-0.757, 0.419, -0.639], [-0.725, 0.049, -0.016], [2.146, 1.729, -2.941], [0.273, -3.236, -1.459], [-1.512, 1.520, 3.227], [-1.506, -0.145, 1.049], [-0.517, -0.448, -1.247], [-8.172, -1.886, 7.058]]
}


- What is the formula in the first record?
  C11H15N